{"formula": "C58H64Cl4N3O5RuS2SbSi", "method": "the ωB97M-V functional and the def2-TZVPD basis", "charge": -1, "spin_multiplicity": 6, "energy_ev": -164655.436, "de_lowest_kcal_mol": 39.9, "s2": 8.82, "symbols": ["Sb", "Ru", "Cl", "Cl", "Cl", "Cl", "S", "S", "Si", "O", "O", "O", "O", "O", "N", "N", "N", "C", "C", "C", "C", "C", "C", "C", "C", "C", "C", "C", "C", "C", "C", "C", "C", "C", "C", "C", "C", "C", "C", "C", "C", "C", "C", "C", "C", "C", "C", "C", "C", "C", "C", "C", "C", "C", "C", "C", "C", "C", "C", "C", "C", "C", "C", "C", "C", "C", "C", "C", "C", "C", "C", "C", "C", "C", "C", "H", "H", "H", "H", "H", "H", "H", "H", "H", "H", "H", "H", "H", "H", "H", "H", "H", "H", "H", "H", "H", "H", "H", "H", "H", "H", "H", "H", "H", "H", "H", "H", "H", "H", "H", "H", "H", "H", "H", "H", "H", "H", "H", "H", "H", "H", "H", "H", "H", "H", "H", "H", "H", "H", "H", "H", "H", "H", "H", "H", "H", "H", "H", "H"], "positions_angstrom": [[-4.566, -0.885, -0.659], [-0.143, -0.592, 0.193], [-2.023, 2.876, 4.554], [0.295, 4.867, 5.153], [3.243, 2.666, 1.224], [2.950, 4.711, 3.577], [-2.275, -0.162, -0.725], [1.505, -0.444, -1.563], [1.033, 1.444, -2.444], [2.123, 2.603, -2.155], [-1.389, 1.070, 2.220], [0.936, 1.261, -4.069], [-0.362, 1.921, -1.790], [0.752, 1.253, 0.656], [-0.755, -1.517, 2.783], [0.709, -3.129, 1.973], [1.420, -0.860, 2.354], [2.159, -0.599, -4.975], [4.360, 1.832, -2.569], [0.137, -3.558, 0.747], [-0.329, -2.609, -0.181], [-4.634, -3.139, -2.791], [-0.794, -3.114, -1.398], [-0.389, -5.378, -0.714], [-2.175, 3.120, -0.820], [-0.596, 2.860, 3.575], [3.173, 3.341, -4.189], [3.705, -0.420, 2.847], [-1.106, 3.127, -1.917], [-4.358, -3.757, -3.998], [5.055, -0.617, 2.598], [-0.520, 1.945, 2.503], [1.637, 3.685, 3.143], [-0.210, 4.350, -1.725], [0.483, 0.723, -6.320], [3.848, 4.213, -1.938], [-1.757, 3.156, -3.302], [1.764, 2.809, 2.083], [-5.863, -4.430, 1.953], [2.759, -1.060, 2.027], [-6.119, 3.086, -2.653], [-3.867, -1.064, -3.683], [0.508, -1.776, 2.293], [-5.420, 1.258, -1.269], [-0.804, -4.470, -1.674], [-3.579, -3.095, 4.506], [-1.470, -2.383, 3.611], [-2.862, -2.232, 3.694], [0.086, -4.935, 0.510], [-3.852, -3.025, -5.057], [-2.950, -4.087, 5.237], [-6.653, 3.093, -0.321], [-0.284, -0.797, -4.463], [5.487, -1.414, 1.551], [3.206, -1.823, 0.942], [-6.707, 3.703, -1.563], [-4.747, -5.239, 2.093], [-5.809, -3.319, 1.127], [-3.589, -4.953, 1.393], [-0.835, -3.350, 4.390], [0.444, 3.728, 3.868], [0.821, 0.146, -4.938], [-6.014, 1.874, -0.179], [0.692, 1.988, 1.679], [-3.543, -3.849, 0.556], [-4.650, -3.037, 0.424], [-4.381, -1.788, -2.621], [-3.622, -1.670, -4.902], [0.515, -5.884, 1.592], [-1.572, -4.202, 5.190], [4.556, -2.003, 0.712], [3.365, 2.981, -2.713], [-5.487, 1.861, -2.510], [3.272, 0.435, 3.998], [-3.536, -1.157, 2.910], [-2.373, 2.268, -3.425], [-1.173, -4.818, -2.628], [-1.165, -2.428, -2.148], [-4.654, -2.994, 4.546], [0.101, -5.554, 2.545], [-0.985, 3.162, -4.069], [2.950, 0.066, -5.316], [-5.045, 1.398, -3.379], [-2.642, 4.101, -0.738], [-3.326, -0.172, 3.330], [-3.533, -4.759, 5.848], [-2.644, -3.629, 0.002], [-2.711, -5.576, 1.500], [-4.615, -1.308, 2.883], [4.013, 3.958, -0.897], [1.264, 1.409, -6.640], [0.383, -0.072, -7.057], [-3.621, -3.510, -5.995], [2.534, 4.217, -4.278], [-5.972, 1.391, 0.793], [-4.777, -6.088, 2.761], [-1.063, -4.950, 5.782], [2.491, -2.235, 0.238], [4.777, 4.587, -2.361], [-1.046, -0.526, 2.782], [1.602, -5.904, 1.689], [2.686, 2.514, -4.694], [3.919, 1.308, 4.077], [3.100, 5.001, -1.983], [1.675, -3.425, 2.071], [4.131, 3.550, -4.661], [-6.154, 3.558, -3.625], [0.315, 4.267, -0.777], [-3.629, -0.021, -3.544], [-1.714, 2.856, 0.130], [0.018, -1.236, -3.516], [-3.144, -1.148, 1.891], [-1.205, -0.241, -4.311], [-0.436, -6.438, -0.922], [2.240, 0.757, 3.871], [4.447, 1.557, -1.522], [-2.381, 4.041, -3.404], [3.993, 0.968, -3.115], [0.241, -3.421, 4.377], [0.177, -6.898, 1.386], [0.523, 4.417, -2.523], [2.101, -1.462, -5.633], [-4.530, -4.818, -4.110], [-6.673, -2.671, 1.027], [2.388, -0.931, -3.965], [-2.944, 2.383, -1.040], [4.880, -2.593, -0.136], [-5.034, -3.715, -1.967], [6.545, -1.563, 1.385], [3.335, -0.133, 4.928], [-6.770, -4.656, 2.502], [-7.118, 3.565, 0.534], [-3.232, -1.093, -5.727], [-0.823, 5.249, -1.722], [5.337, 2.115, -2.949], [5.778, -0.126, 3.236], [-7.209, 4.653, -1.681], [-0.451, 1.277, -6.267], [-0.459, -1.598, -5.179]], "lowdin_spin": [0.311, 2.357, 0.006, 0.024, 0.010, 0.021, 0.215, 0.147, 0.020, 0.003, 0.236, 0.004, 0.004, 0.233, 0.028, 0.004, 0.055, 0.003, 0.002, 0.015, -0.047, 0.004, 0.019, 0.028, 0.002, 0.046, 0.000, 0.005, 0.000, 0.001, 0.000, 0.107, 0.078, 0.000, 0.000, 0.000, 0.000, 0.053, 0.008, 0.004, 0.013, 0.004, 0.001, 0.275, -0.004, 0.000, 0.002, 0.002, -0.005, 0.003, 0.002, 0.006, 0.002, 0.005, 0.008, -0.005, -0.008, 0.027, 0.015, 0.002, 0.087, 0.001, 0.028, 0.113, 0.035, 0.293, 0.000, 0.000, -0.003, 0.000, 0.000, 0.000, 0.034, 0.002, 0.004, 0.000, -0.001, 0.002, 0.000, 0.000, 0.000, 0.000, 0.004, 0.000, 0.000, 0.000, 0.005, 0.002, 0.002, 0.000, 0.000, 0.000, 0.000, 0.000, 0.008, 0.000, 0.000, 0.002, 0.000, 0.004, -0.001, 0.000, 0.000, 0.000, 0.001, 0.000, 0.002, 0.000, 0.001, 0.000, 0.001, 0.002, 0.000, 0.002, 0.001, 0.001, 0.000, 0.001, 0.000, 0.000, 0.000, 0.000, 0.000, 0.006, 0.004, 0.003, 0.000, 0.001, 0.000, 0.000, 0.002, 0.002, 0.000, 0.000, 0.000, 0.000, 0.000, 0.000, 0.000]}